# 1
{
  "formula": "C7H41NO12",
  "method": "the ωB97M-V functional and the def2-TZVPD basis",
  "e_above_lowest_kj_mol": 0.0,
  "homo_energy_ev": -9.1,
  "total_energy_ha": -1249.02629,
  "elements": ["C", "N", "C", "C", "C", "C", "C", "C", "H", "H", "H", "H", "H", "H", "H", "H", "H", "H", "H", "H", "H", "H", "H", "H", "H", "H", "H", "O", "H", "H", "O", "H", "H", "O", "H", "H", "O", "H", "H", "O", "H", "H", "O", "H", "H", "O", "H", "H", "O", "H", "H", "O", "H", "H", "O", "H", "H", "O", "H", "H", "O"],
  "positions_angstrom": [[-1.713, -0.783, 0.186], [-0.695, 0.232, -0.127], [-0.943, 0.972, -1.380], [-0.743, 2.500, -1.189], [-0.029, 3.098, -2.392], [-2.088, 3.206, -0.968], [-3.106, -0.211, 0.478], [-3.221, 0.604, 1.754], [-1.374, -1.368, 1.043], [-1.806, -1.496, -0.641], [0.221, -0.203, -0.184], [-1.961, 0.798, -1.713], [-0.227, 0.656, -2.139], [-0.131, 2.629, -0.296], [0.034, 4.189, -2.307], [-0.582, 2.893, -3.318], [0.982, 2.693, -2.500], [-1.904, 4.260, -0.745], [-2.693, 3.131, -1.875], [-2.630, 2.786, -0.120], [-3.795, -1.062, 0.540], [-3.484, 0.348, -0.383], [-2.906, 0.030, 2.624], [-4.243, 0.945, 1.947], [-2.598, 1.496, 1.701], [4.304, 1.663, -0.089], [2.893, 2.161, 0.302], [3.388, 1.354, -0.022], [2.864, -1.563, -0.748], [2.731, -0.026, -1.075], [2.503, -0.919, -1.413], [-1.227, -4.588, -1.291], [0.025, -3.790, -1.781], [-0.280, -4.486, -1.138], [0.440, -4.092, 0.344], [1.131, -4.846, 1.588], [0.923, -3.982, 1.204], [-0.390, 1.154, 2.957], [-0.447, 1.216, 1.393], [0.009, 1.620, 2.180], [-0.504, 0.119, 5.008], [-0.371, -0.804, 3.788], [-0.867, 0.000, 4.119], [3.028, -1.825, 1.407], [2.411, -3.123, 0.868], [3.162, -2.506, 0.735], [1.239, 2.801, 1.683], [1.318, 3.943, 0.698], [1.902, 3.349, 1.185], [0.697, -2.759, 2.615], [1.448, -1.380, 2.907], [0.814, -2.028, 3.271], [2.784, 0.377, 1.404], [1.437, 0.583, 2.174], [2.233, -0.011, 2.118], [-0.647, -1.612, -5.579], [0.623, -0.803, -5.374], [-0.191, -1.072, -4.922], [0.301, -2.017, -3.491], [1.298, -1.926, -2.283], [0.653, -2.527, -2.738]],
  "atomic_forces_ev_per_a": [[-0.136, -0.066, -0.281], [-0.568, 0.170, 0.097], [0.695, 0.586, 0.576], [-0.542, -0.278, -0.207], [-0.008, 0.215, -0.120], [0.529, 0.059, 0.140], [-0.237, -0.395, -0.081], [0.013, 0.209, 0.064], [0.101, 0.103, 0.139], [-0.015, -0.071, -0.122], [-0.075, -0.119, 0.033], [-0.006, -0.186, -0.257], [-0.172, -0.327, -0.176], [0.063, 0.008, -0.046], [0.096, -0.099, 0.011], [0.078, -0.055, 0.126], [-0.081, 0.044, -0.020], [-0.179, 0.033, -0.090], [-0.077, 0.034, 0.114], [-0.072, -0.075, -0.084], [0.157, -0.034, 0.058], [0.158, 0.154, 0.027], [0.084, -0.022, 0.014], [0.045, -0.099, -0.173], [0.044, 0.059, 0.101], [-0.229, -0.283, -0.025], [0.111, -0.478, -0.178], [0.083, 1.049, 0.208], [-0.225, 0.486, -0.175], [-0.053, -0.605, -0.173], [0.135, 0.044, 0.278], [0.210, 0.051, 0.105], [-0.116, -0.178, 0.109], [-0.054, 0.266, -0.282], [-0.027, -0.460, 0.280], [-0.237, 0.168, -0.439], [0.026, -0.022, 0.256], [0.145, 0.288, -0.051], [0.325, 0.023, -0.096], [-0.293, -0.159, 0.071], [-0.174, 0.070, -0.154], [-0.372, 0.344, 0.180], [0.543, -0.693, 0.149], [-0.035, 0.022, -0.007], [0.178, 0.180, -0.026], [0.084, -0.128, -0.007], [0.436, 0.153, -0.071], [0.287, 0.113, -0.081], [-0.662, -0.274, 0.154], [0.217, 0.846, 0.374], [0.001, -0.377, -0.224], [-0.369, -0.438, -0.120], [-0.212, -0.172, 0.363], [0.509, -0.295, -0.105], [-0.112, 0.524, -0.210], [-0.073, 0.016, 0.097], [-0.139, 0.007, 0.201], [0.143, 0.102, -0.494], [0.071, -0.166, 0.241], [-0.422, -0.298, -0.320], [0.403, 0.424, 0.328]]
}

***

# 2
{
  "formula": "C36H43BrN7O2SW",
  "method": "the ωB97M-V functional and the def2-TZVPD basis",
  "e_above_lowest_kj_mol": 0.0,
  "charge": 1,
  "homo_energy_ev": [-9.8, -10.1],
  "total_energy_ha": -4970.45237,
  "elements": ["W", "O", "N", "N", "O", "C", "C", "C", "C", "C", "C", "H", "H", "H", "H", "H", "C", "N", "C", "C", "N", "C", "S", "C", "C", "C", "C", "C", "N", "H", "H", "H", "H", "H", "H", "H", "H", "H", "C", "C", "C", "C", "C", "C", "C", "C", "C", "C", "C", "C", "N", "C", "C", "C", "C", "C", "N", "C", "C", "C", "C", "H", "H", "H", "H", "H", "H", "H", "H", "H", "H", "H", "H", "H", "H", "H", "H", "H", "H", "H", "H", "H", "H", "H", "H", "H", "H", "H", "H", "H", "Br"],
  "positions_angstrom": [[-0.168, 1.178, 0.088], [0.545, 2.528, 1.517], [1.581, 2.267, 2.249], [2.147, 1.198, 1.882], [1.680, 0.539, 0.823], [3.333, 0.696, 2.513], [3.498, -0.679, 2.566], [4.630, -1.175, 3.194], [5.559, -0.306, 3.748], [5.367, 1.067, 3.679], [4.245, 1.587, 3.053], [2.764, -1.339, 2.124], [4.780, -2.244, 3.250], [6.440, -0.700, 4.237], [6.096, 1.739, 4.111], [4.077, 2.653, 2.991], [-1.906, -1.634, -4.313], [-0.676, -0.863, -4.271], [0.321, -0.871, -5.224], [1.295, -0.058, -4.793], [0.888, 0.469, -3.561], [-0.329, -0.057, -3.248], [-1.346, 0.172, -1.924], [1.605, 1.507, -2.918], [2.409, 2.300, -3.734], [3.239, 3.240, -3.164], [3.232, 3.375, -1.787], [2.349, 2.610, -1.065], [1.528, 1.679, -1.594], [-1.860, -2.307, -5.164], [-2.763, -0.970, -4.411], [-2.005, -2.207, -3.392], [0.257, -1.480, -6.107], [2.259, 0.152, -5.213], [2.362, 2.195, -4.805], [3.865, 3.861, -3.789], [3.857, 4.093, -1.277], [2.262, 2.774, -0.004], [3.285, -1.454, -1.082], [1.785, -1.743, -1.090], [1.417, -2.594, -2.311], [1.264, -2.463, 0.137], [1.919, -3.626, 0.534], [1.402, -4.452, 1.513], [0.153, -4.168, 2.034], [-0.550, -3.023, 1.672], [-2.004, -2.958, 2.146], [-2.223, -2.369, 3.546], [-2.987, -2.378, 1.128], [0.075, -2.105, 0.800], [-0.539, -0.826, 0.681], [-0.787, -0.212, 1.845], [-1.679, 0.868, 1.878], [-2.235, 1.646, 2.928], [-3.251, 2.355, 2.358], [-3.261, 2.083, 0.952], [-2.288, 1.210, 0.660], [-4.307, 2.624, 0.010], [-4.333, 4.156, 0.050], [-4.127, 2.125, -1.419], [-5.661, 2.102, 0.530], [3.572, -0.839, -0.232], [3.565, -0.921, -1.996], [3.876, -2.370, -1.059], [1.258, -0.794, -1.161], [1.883, -3.579, -2.246], [1.763, -2.130, -3.237], [0.337, -2.748, -2.366], [2.846, -3.896, 0.045], [1.932, -5.346, 1.815], [-0.315, -4.867, 2.717], [-2.269, -4.015, 2.237], [-2.268, -1.280, 3.538], [-1.439, -2.681, 4.237], [-3.177, -2.718, 3.942], [-2.952, -1.290, 1.066], [-4.002, -2.658, 1.414], [-2.796, -2.775, 0.129], [-0.249, -0.487, 2.754], [-1.965, 1.593, 3.970], [-3.935, 3.017, 2.862], [-3.395, 4.583, -0.297], [-4.523, 4.517, 1.061], [-5.140, 4.516, -0.590], [-3.197, 2.479, -1.856], [-4.134, 1.035, -1.450], [-4.954, 2.488, -2.032], [-5.871, 2.448, 1.543], [-5.690, 1.011, 0.527], [-6.457, 2.468, -0.119], [-0.787, 3.451, -0.982]],
  "atomic_forces_ev_per_a": [[-0.130, -0.241, 0.009], [0.267, 0.191, 0.156], [0.019, -0.356, -0.219], [-0.230, 0.368, -0.333], [-0.260, 0.156, 0.266], [-0.045, -0.051, 0.098], [0.078, 0.043, 0.025], [-0.029, -0.002, -0.021], [0.010, 0.009, 0.004], [-0.009, 0.025, -0.002], [0.016, -0.088, 0.029], [-0.030, -0.009, -0.003], [0.006, -0.008, 0.002], [0.003, -0.005, 0.002], [0.006, 0.006, 0.002], [-0.009, 0.014, -0.009], [-0.038, -0.019, 0.004], [0.048, 0.029, 0.071], [0.093, 0.034, 0.000], [-0.017, -0.038, -0.073], [-0.100, -0.051, -0.021], [-0.084, 0.058, 0.105], [0.057, 0.030, -0.166], [0.087, 0.104, 0.240], [-0.009, -0.007, 0.051], [-0.006, -0.002, 0.036], [-0.007, -0.007, -0.040], [-0.064, -0.088, -0.063], [-0.004, -0.010, -0.042], [-0.001, 0.007, -0.005], [0.000, -0.007, 0.009], [-0.005, -0.004, -0.003], [0.018, -0.005, -0.020], [0.008, -0.008, -0.029], [-0.007, -0.008, -0.015], [0.012, 0.012, -0.001], [0.016, 0.018, 0.002], [0.019, 0.019, -0.064], [-0.010, -0.016, -0.007], [-0.082, 0.011, -0.014], [0.005, -0.008, 0.015], [0.029, 0.038, 0.003], [-0.013, 0.056, -0.020], [-0.042, -0.013, 0.033], [0.040, -0.004, 0.010], [0.038, 0.002, -0.028], [-0.037, 0.002, 0.002], [-0.005, 0.000, 0.007], [-0.046, 0.031, -0.004], [-0.001, -0.074, -0.062], [0.165, 0.189, 0.069], [0.092, -0.086, 0.114], [0.194, 0.123, -0.180], [0.006, -0.061, 0.001], [0.001, -0.056, -0.018], [0.190, -0.034, -0.029], [-0.145, 0.115, 0.103], [-0.007, -0.077, -0.039], [0.023, -0.001, 0.046], [0.008, 0.018, 0.003], [-0.020, -0.013, 0.000], [0.007, 0.018, 0.028], [-0.010, 0.014, 0.005], [0.004, -0.009, -0.006], [0.032, -0.034, -0.042], [0.013, -0.008, 0.001], [-0.007, 0.003, -0.002], [-0.014, -0.004, -0.004], [0.007, -0.009, -0.004], [0.003, -0.009, 0.002], [-0.009, -0.014, 0.013], [0.007, 0.005, -0.003], [0.014, 0.001, 0.004], [0.006, -0.010, 0.010], [-0.017, 0.006, 0.004], [-0.032, -0.067, -0.003], [-0.019, -0.007, 0.004], [-0.002, -0.004, -0.010], [-0.095, -0.082, -0.006], [0.020, 0.011, 0.019], [-0.015, 0.002, 0.024], [0.031, -0.011, -0.021], [0.003, 0.035, -0.003], [-0.012, 0.013, -0.009], [0.030, 0.003, -0.015], [0.001, -0.043, -0.016], [-0.015, 0.002, 0.010], [0.012, 0.003, 0.011], [0.007, -0.010, 0.003], [-0.012, -0.003, -0.011], [-0.004, -0.039, 0.033]]
}

***

# 3
{
  "formula": "C4H5NOS",
  "method": "the ωB97M-V functional and the def2-TZVPD basis",
  "e_above_lowest_kj_mol": 663.5,
  "homo_energy_ev": -8.5,
  "total_energy_ha": -683.35522,
  "elements": ["C", "C", "C", "C", "H", "H", "H", "H", "H", "N", "O", "S"],
  "positions_angstrom": [[0.592, -0.044, 0.083], [-1.630, -0.366, -0.146], [-1.654, 0.950, -0.766], [-0.530, -0.070, -0.819], [0.530, -0.390, 2.406], [-2.228, -1.222, -0.680], [-1.634, 2.056, -0.451], [-2.547, 0.564, -1.659], [-0.489, -0.573, -1.775], [0.197, -0.660, 1.146], [-1.300, -0.702, 1.180], [2.170, 0.436, -0.339]],
  "atomic_forces_ev_per_a": [[4.095, 1.607, -2.130], [-6.503, -5.202, 3.730], [-3.301, 0.688, -2.778], [3.720, 1.815, -6.202], [-0.956, -1.015, -5.504], [0.377, 1.730, 1.735], [0.032, -2.319, -0.141], [3.033, 2.481, 2.148], [1.287, 0.282, -0.107], [-1.416, 0.123, 8.087], [1.276, 0.233, 0.391], [-1.645, -0.423, 0.772]]
}

***

# 4
{
  "formula": "C3H8O",
  "method": "the ωB97M-V functional and the def2-TZVPD basis",
  "e_above_lowest_kj_mol": 20.9,
  "homo_energy_ev": -10.3,
  "total_energy_ha": -194.32797,
  "smiles": "CCCO",
  "elements": ["C", "C", "C", "O", "H", "H", "H", "H", "H", "H", "H", "H"],
  "positions_angstrom": [[1.265, 0.768, 0.393], [-0.081, 0.448, -0.255], [-0.592, -0.952, 0.063], [-1.960, -1.105, -0.265], [1.275, 0.456, 1.444], [1.466, 1.843, 0.364], [2.094, 0.261, -0.112], [-0.847, 1.157, 0.086], [-0.007, 0.564, -1.346], [-0.514, -1.144, 1.139], [0.028, -1.707, -0.448], [-2.127, -0.590, -1.062]],
  "atomic_forces_ev_per_a": [[0.061, -0.003, 0.026], [-0.082, 0.034, -0.017], [0.366, 0.025, 0.168], [-0.118, 0.027, -0.219], [-0.015, 0.079, -0.141], [0.012, -0.152, -0.029], [-0.134, 0.026, 0.074], [0.140, -0.057, 0.030], [-0.034, 0.021, 0.159], [0.003, 0.044, -0.138], [-0.137, 0.095, 0.058], [-0.060, -0.139, 0.028]]
}